# 1
Density functional theory data (ωB97M-V/def2-TZVPD) for a molecular structure, C6H10N2 in a non-equilibrium geometry.

Results
**Orbital gap**: 8.56 eV
**E_HOMO**: -8.44 eV
**LUMO**: 0.11 eV

Element x y z (Å)
C  -1.2740  1.3654  -0.1573
C  0.3628  -0.1189  -0.9591
C  1.8946  -0.2960  -0.6533
C  2.0049  0.0702  0.5298
C  0.6182  0.3500  1.0343
C  -0.1283  -0.8254  0.2400
H  -2.2386  0.2504  0.5135
H  -1.2086  0.9511  -1.5215
H  -1.5262  2.5947  0.0987
H  0.1414  0.0308  -2.0025
H  2.8223  -0.6802  -1.2219
H  2.7834  -0.1663  1.2648
H  0.2924  0.9996  1.9508
H  0.4579  -1.7133  0.3350
H  -1.5397  -2.3831  -0.3685
H  -2.2158  -0.6853  1.1556
N  0.3325  1.3579  -0.2700
N  -1.5792  -1.1017  0.0317

=====

# 2
Density functional theory data (ωB97M-V/def2-TZVPD) for C5H13NO2 in the gas phase.

Results
**Orbital gap**: 10.35 eV
**E_HOMO**: -9.38 eV
**SMILES**: CO[C@@H](C)N[C@@H](C)O
**LUMO**: 0.98 eV

Element x y z (Å)
C  2.0509  1.6756  0.3137
O  2.1179  0.2811  0.1393
C  0.9679  -0.2800  -0.4446
C  1.2929  -1.7429  -0.7431
N  -0.1709  -0.1031  0.4409
C  -1.4735  -0.1314  -0.1919
C  -2.5539  -0.2016  0.8872
O  -1.6158  1.0081  -0.9947
H  3.0078  1.9777  0.7340
H  1.8922  2.1830  -0.6460
H  1.2427  1.9489  0.9990
H  0.7212  0.2572  -1.3768
H  2.1305  -1.7979  -1.4312
H  1.5674  -2.2462  0.1809
H  0.4317  -2.2364  -1.1858
H  -0.1191  -0.7520  1.2176
H  -1.5967  -0.9738  -0.8956
H  -2.4017  0.5957  1.6116
H  -2.5184  -1.1586  1.4002
H  -3.5310  -0.0833  0.4268
H  -1.4422  1.7799  -0.4416

=====

# 3
Density functional theory data (ωB97M-V/def2-TZVPD) for C22H34N2O5 in the gas phase.

Results
**Orbital gap**: 9.01 eV
**E_HOMO**: -8.38 eV
**SMILES**: CCc1ccccc1OCCC(=O)N(C)C[C@H](C)NC(=O)COC[C@@H]1CCOC1
**LUMO**: 0.62 eV

Element x y z (Å)
C  -0.2027  3.7372  -0.0083
C  0.9351  2.7440  0.2423
C  1.6913  3.0376  1.5094
C  2.9491  3.6167  1.4775
C  3.6537  3.9119  2.6398
C  3.0870  3.6166  3.8637
C  1.8256  3.0329  3.9319
C  1.1325  2.7498  2.7619
O  -0.1105  2.1751  2.7404
C  -0.7112  1.8906  3.9908
C  -2.1199  1.3160  3.7763
C  -2.5623  1.1761  2.3260
O  -3.3444  1.9849  1.8433
N  -2.1380  0.1024  1.6200
C  -1.1138  -0.8275  2.0629
C  -2.7417  -0.1250  0.3155
C  -2.2698  0.8404  -0.7996
C  -3.3870  1.7430  -1.2962
N  -1.7256  0.1184  -1.9473
C  -0.5308  -0.5109  -1.9134
O  0.1589  -0.5658  -0.9107
C  -0.0952  -1.1230  -3.2479
O  0.9690  -2.0130  -3.1255
C  0.6102  -3.2250  -2.4802
C  1.8439  -4.1007  -2.3773
C  2.3863  -4.5087  -3.7494
C  1.5271  -5.7247  -4.1096
O  0.9731  -6.2199  -2.8869
C  1.4890  -5.4630  -1.7977
H  -0.6801  3.5469  -0.9721
H  -0.9670  3.6651  0.7666
H  0.1761  4.7606  -0.0210
H  0.5443  1.7248  0.2803
H  1.6397  2.7757  -0.5913
H  3.3887  3.8388  0.5117
H  4.6350  4.3636  2.5826
H  3.6188  3.8346  4.7809
H  1.4033  2.8074  4.8996
H  -0.0842  1.1807  4.5412
H  -0.7711  2.8073  4.5831
H  -2.2053  0.3516  4.2784
H  -2.8564  1.9832  4.2166
H  -0.6267  -0.4619  2.9608
H  -1.5451  -1.8111  2.2728
H  -0.3557  -0.9267  1.2874
H  -2.5028  -1.1487  0.0287
H  -3.8254  -0.0413  0.4225
H  -1.4679  1.4464  -0.3807
H  -3.8008  2.2973  -0.4583
H  -3.0160  2.4455  -2.0444
H  -4.1880  1.1482  -1.7464
H  -2.2613  0.1073  -2.7997
H  -0.9624  -1.5993  -3.7292
H  0.2389  -0.3075  -3.8930
H  0.2201  -3.0153  -1.4794
H  -0.1739  -3.7333  -3.0602
H  2.5929  -3.5817  -1.7782
H  2.3092  -3.7052  -4.4796
H  3.4363  -4.7910  -3.6638
H  0.6992  -5.4619  -4.7728
H  2.1085  -6.5141  -4.5908
H  2.3788  -5.9489  -1.3805
H  0.7213  -5.4239  -1.0229

=====

# 4
Density functional theory data (ωB97M-V/def2-TZVPD) for a molecular structure, Br5H2NSi2 in a non-equilibrium geometry.

Results
**Orbital gap**: 7.55 eV
**E_HOMO**: -8.70 eV
**LUMO**: -1.15 eV

Element x y z (Å)
N  0.4516  0.8411  -0.3743
Si  1.7993  -0.2270  -0.0798
Si  -1.7453  -0.1132  -0.0281
Br  0.4715  2.6704  -0.1247
Br  0.9596  -2.1665  -0.4215
Br  -2.8141  1.7312  0.2559
Br  -2.2701  -1.0243  -1.8944
Br  -1.9308  -1.3260  1.8332
H  3.1532  -0.3077  -0.6150
H  1.9252  -0.0780  1.4485

=====

# 5
Density functional theory data (ωB97M-V/def2-TZVPD) for a molecular structure, C45H38CoNO2P2S3.

Results
**Total charge**: +1
**2S+1**: 2
**Orbital gap (alpha / beta)**: 6.35 / 7.53 eV
**E_HOMO (alpha / beta)**: -10.53 / -10.61 eV
**LUMO (alpha / beta)**: -4.18 / -3.08 eV

Element x y z (Å)
Co  -0.1822  0.7627  -0.2644
O  0.0876  1.0964  3.2342
S  -0.3068  0.3281  2.0429
C  -2.0860  0.2006  2.1969
C  -2.6418  -0.4955  3.2607
C  -4.0185  -0.5064  3.4071
C  -4.8256  0.1664  2.4934
C  -4.2587  0.8904  1.4549
C  -2.8738  0.9309  1.3152
P  -2.0113  1.9614  0.0898
C  -1.7964  3.5704  0.8873
C  -1.6119  4.6893  0.0706
C  -1.3523  5.9261  0.6358
C  -1.2597  6.0517  2.0161
C  -1.4320  4.9419  2.8293
C  -1.6980  3.6996  2.2709
C  -3.0667  2.2239  -1.3291
C  -2.7149  1.6347  -2.5425
C  -3.4631  1.8963  -3.6824
C  -4.5540  2.7488  -3.6119
C  -4.9068  3.3408  -2.4041
C  -4.1630  3.0876  -1.2657
C  0.1828  -1.3761  2.1751
C  0.7730  -1.7790  3.3580
C  1.2643  -3.0711  3.4380
C  1.1626  -3.9303  2.3501
C  0.5560  -3.5105  1.1749
C  0.0751  -2.2090  1.0636
P  -0.8106  -1.5676  -0.3985
C  0.1907  -1.9809  -1.8556
C  -0.3751  -1.7202  -3.1060
C  0.3549  -1.9457  -4.2600
C  1.6585  -2.4227  -4.1759
C  2.2276  -2.6681  -2.9391
C  1.4987  -2.4417  -1.7769
C  -2.2325  -2.7228  -0.4776
C  -3.2491  -2.6051  0.4677
C  -4.2626  -3.5469  0.5306
C  -4.2735  -4.6163  -0.3551
C  -3.2750  -4.7271  -1.3109
C  -2.2553  -3.7854  -1.3768
H  -2.0055  -1.0274  3.9567
H  -4.4668  -1.0520  4.2266
H  -5.9016  0.1379  2.6005
H  -4.8910  1.4217  0.7556
H  -1.6709  4.5960  -1.0071
H  -1.2200  6.7901  -0.0012
H  -1.0475  7.0167  2.4568
H  -1.3573  5.0359  3.9041
H  -1.8187  2.8465  2.9244
H  -1.8434  0.9944  -2.6034
H  -3.1799  1.4501  -4.6260
H  -5.1269  2.9669  -4.5034
H  -5.7552  4.0098  -2.3542
H  -4.4266  3.5694  -0.3317
H  0.8632  -1.0802  4.1793
H  1.7346  -3.4088  4.3517
H  1.5636  -4.9326  2.4176
H  0.4479  -4.1954  0.3430
H  -1.3957  -1.3581  -3.1769
H  -0.0890  -1.7476  -5.2264
H  2.2332  -2.5856  -5.0774
H  3.2431  -3.0353  -2.8713
H  1.9599  -2.6196  -0.8140
H  -3.2544  -1.7750  1.1627
H  -5.0430  -3.4444  1.2732
H  -5.0563  -5.3607  -0.2991
H  -3.2805  -5.5519  -2.0110
H  -1.4854  -3.8941  -2.1283
C  8.7463  -0.9547  -0.0154
C  7.3024  -0.5423  0.0843
C  6.7273  -0.2499  1.3199
C  5.3929  0.1086  1.4240
C  4.6306  0.1762  0.2686
C  5.1695  -0.1181  -0.9757
C  6.5078  -0.4704  -1.0576
S  2.9283  0.6527  0.3776
C  3.1264  2.4235  0.3800
O  2.4523  0.2994  1.7671
H  9.2978  -0.6886  0.8844
H  9.2299  -0.4854  -0.8716
H  8.8262  -2.0353  -0.1488
H  7.3351  -0.3048  2.2149
H  4.9395  0.3227  2.3835
H  4.5546  -0.0581  -1.8685
H  6.9415  -0.6977  -2.0239
H  3.7943  2.6875  1.1986
H  2.1404  2.8656  0.5205
H  3.5362  2.7311  -0.5829
S  2.4949  1.3461  -3.9127
C  1.4471  1.3405  -2.7048
N  0.6740  1.3653  -1.8130

=====

# 6
Density functional theory data (ωB97M-V/def2-TZVPD) for C3H3ClN2 in the gas phase in a non-equilibrium geometry.

Results
**Orbital gap**: 9.81 eV
**E_HOMO**: -9.01 eV
**SMILES**: Clc1ncc[nH]1
**LUMO**: 0.80 eV

Element x y z (Å)
Cl  1.7289  1.5488  -1.6250
C  0.5643  0.6682  -0.7334
N  -0.7121  0.8215  -0.8416
C  -1.2800  -0.1310  -0.0068
C  -0.2760  -0.7196  0.6903
N  0.9402  -0.2329  0.2419
H  -2.3793  -0.3335  0.0406
H  -0.3257  -1.5451  1.3915
H  1.7397  -0.0763  0.8426

=====

Number 1: E -9350.433 eV. Number 2: E -10980.611 eV. Number 3: E -36583.635 eV. Number 4: E -367493.161 eV. Number 5: E -141571.440 eV. Number 6: E -18661.929 eV.